No. 1
A molecular structure, C25H23AsNP2PtS4, computed with ωB97M-V/def2-TZVPD.

```
57
Properties=species:S:1:pos:R:3:nbo_charge:R:1
Pt -0.039 1.112 -1.825 0.26
S -2.265 2.108 -4.898 -0.79
As -0.682 3.243 -4.068 0.97
S 1.103 1.874 -3.730 -0.64
S -1.060 3.243 -1.855 -0.62
S -0.149 5.070 -4.916 -0.72
C 0.214 -1.034 1.931 -0.42
N 0.046 -0.547 0.574 -1.08
P 1.259 -0.273 -0.609 1.20
C 2.606 0.645 0.200 -0.43
C 3.299 0.121 1.294 -0.14
C 4.273 0.872 1.929 -0.25
C 4.576 2.148 1.467 -0.20
C 3.904 2.668 0.372 -0.20
C 2.917 1.922 -0.262 -0.18
C 1.964 -1.940 -0.831 -0.30
C 1.094 -3.028 -0.880 -0.22
C 1.577 -4.301 -1.137 -0.20
C 2.933 -4.499 -1.362 -0.21
C 3.802 -3.419 -1.334 -0.21
C 3.321 -2.144 -1.070 -0.22
P -1.225 0.371 -0.096 1.27
C -2.609 -0.699 -0.532 -0.34
C -2.989 -1.828 0.192 -0.22
C -4.052 -2.604 -0.245 -0.23
C -4.740 -2.249 -1.400 -0.19
C -4.361 -1.127 -2.123 -0.20
C -3.291 -0.352 -1.699 -0.19
C -1.811 1.442 1.235 -0.34
C -3.076 1.338 1.801 -0.14
C -3.453 2.205 2.819 -0.24
C -2.568 3.173 3.269 -0.20
C -1.306 3.286 2.698 -0.20
C -0.930 2.429 1.678 -0.20
H 0.871 -1.906 1.932 0.21
H -0.749 -1.338 2.342 0.20
H 0.637 -0.270 2.589 0.20
H 3.086 -0.884 1.640 0.20
H 4.802 0.462 2.781 0.21
H 5.340 2.734 1.962 0.21
H 4.140 3.657 0.003 0.22
H 2.382 2.330 -1.115 0.27
H 0.033 -2.871 -0.723 0.23
H 0.892 -5.139 -1.171 0.21
H 3.309 -5.493 -1.568 0.21
H 4.858 -3.566 -1.520 0.21
H 4.005 -1.305 -1.052 0.23
H -2.453 -2.110 1.090 0.20
H -4.343 -3.485 0.312 0.21
H -5.568 -2.857 -1.740 0.21
H -4.881 -0.857 -3.033 0.23
H -2.973 0.505 -2.292 0.28
H -3.772 0.591 1.441 0.21
H -4.442 2.129 3.252 0.21
H -2.867 3.853 4.057 0.21
H -0.624 4.058 3.030 0.21
H 0.036 2.538 1.196 0.24
```

## Properties
DFT total energy: -5651.992061 Eh
largest force on an atom: 0.99 eV/A
molar mass: 797.68 g/mol
total charge: -1
HOMO energy: -3.68 eV
frontier orbital gap: 5.746 eV
lowest unoccupied orbital energy: 2.06 eV

***

No. 2
A molecular structure, C2H4N2O5 in a non-equilibrium geometry, computed with ωB97M-V/def2-TZVPD.

```
13
Properties=species:S:1:pos:R:3:nbo_charge:R:1
C -1.779 0.238 0.584 0.73
C -0.598 0.310 -0.410 0.19
N 0.535 2.912 0.195 0.72
N 0.130 -0.696 -0.542 -0.70
O -1.704 0.961 1.627 -0.63
O -2.691 -0.498 0.315 -0.55
O 0.251 3.142 -0.946 -0.43
O 0.899 3.700 1.013 -0.37
O 0.491 1.595 0.460 -0.58
H -0.839 0.902 -1.308 0.26
H 0.442 -1.219 0.283 0.41
H 0.716 -0.971 -1.377 0.42
H -0.920 1.577 1.491 0.52
```

## Properties
DFT total energy: -564.165033 Eh
largest force on an atom: 6.54 eV/A
molar mass: 136.06 g/mol
total charge: 0
HOMO energy: -10.50 eV
frontier orbital gap: 10.607 eV
energy above the lowest of the compared OMol25 structures with the same formula, charge and spin: 350.7 kJ/mol
lowest unoccupied orbital energy: 0.11 eV

***

No. 3
2 unconnected molecules or ions with the total composition C4H15N2O in a non-equilibrium geometry, computed with ωB97M-V/def2-TZVPD.

```
22
Properties=species:S:1:pos:R:3:nbo_charge:R:1
C 1.597 1.090 -1.735 -0.64
C 0.450 0.489 -0.891 -0.06
C 0.613 0.579 0.633 -0.45
C -0.660 0.427 1.481 -0.20
N -1.583 -0.709 0.736 -0.77
N -0.871 1.094 -1.154 -0.89
H 1.309 1.931 -2.411 0.24
H 2.398 1.579 -0.996 0.22
H 1.999 0.209 -2.309 0.24
H 0.226 -0.483 -1.321 0.19
H 1.319 -0.048 1.048 0.21
H 1.076 1.633 0.686 0.25
H -1.318 1.331 1.499 0.23
H -0.426 0.090 2.533 0.24
H -2.391 -0.882 1.223 0.43
H -2.017 -0.345 -0.215 0.47
H -0.833 -1.390 0.419 0.48
H -1.155 1.868 -0.561 0.36
H -0.848 1.427 -2.156 0.39
H 0.974 -2.033 1.535 0.50
H 0.810 -3.346 0.617 0.52
O 0.507 -2.468 0.801 -0.97
```

## Properties
DFT total energy: -345.866070 Eh
largest force on an atom: 5.38 eV/A
molar mass: 107.18 g/mol
total charge: +1
HOMO energy: -13.37 eV
frontier orbital gap: 10.369 eV
energy above the lowest of the compared OMol25 structures with the same formula, charge and spin: 209.1 kJ/mol
lowest unoccupied orbital energy: -3.00 eV

***

No. 4
3 unconnected molecules or ions with the total composition C18H41BN3O4P in a non-equilibrium geometry, computed with ωB97M-V/def2-TZVPD.

```
68
Properties=species:S:1:pos:R:3:nbo_charge:R:1
N -2.217 4.964 5.312 -1.10
B -3.263 3.983 5.245 0.72
O -3.084 2.900 4.423 -0.91
P -4.968 4.008 6.201 0.53
O -5.811 5.119 5.278 -0.95
H -2.250 5.527 6.146 0.39
H -2.069 5.531 4.490 0.40
H -3.164 2.114 4.983 0.51
H -4.695 4.703 7.410 -0.08
H -5.190 5.597 4.714 0.48
C 0.778 3.284 2.481 -0.63
C -0.137 3.611 1.268 0.09
C -1.500 2.937 1.432 -0.42
C -1.472 1.431 1.193 -0.40
C -0.849 1.119 -0.166 -0.41
C 0.535 1.740 -0.336 0.11
N 0.519 3.200 -0.008 0.02
O 0.023 3.863 -0.989 -0.39
C 1.536 0.977 0.550 -0.64
C 1.018 1.527 -1.760 -0.61
C -0.346 5.118 1.299 -0.59
H 0.302 2.599 3.184 0.21
H 1.729 2.854 2.181 0.22
H 1.034 4.188 3.033 0.21
H -2.210 3.382 0.726 0.21
H -1.887 3.145 2.428 0.23
H -0.928 0.926 1.997 0.19
H -2.491 1.042 1.226 0.21
H -0.770 0.038 -0.304 0.22
H -1.513 1.486 -0.955 0.21
H 2.514 1.458 0.535 0.21
H 1.657 -0.036 0.166 0.23
H 1.215 0.879 1.586 0.21
H 0.324 1.918 -2.500 0.22
H 1.124 0.460 -1.946 0.23
H 1.990 1.996 -1.922 0.21
H 0.592 5.649 1.134 0.22
H -0.729 5.398 2.281 0.19
H -1.064 5.453 0.554 0.23
C 3.222 -4.766 -2.198 -0.63
C 2.091 -3.954 -1.509 0.09
C 1.011 -4.890 -0.963 -0.40
C 0.118 -5.494 -2.042 -0.40
C -0.480 -4.391 -2.910 -0.42
C 0.581 -3.471 -3.511 0.10
N 1.512 -2.957 -2.459 0.03
O 0.942 -2.010 -1.806 -0.40
C 1.345 -4.233 -4.608 -0.63
C -0.094 -2.303 -4.217 -0.61
C 2.742 -3.245 -0.328 -0.60
H 3.011 -5.836 -2.216 0.21
H 3.406 -4.442 -3.218 0.22
H 4.171 -4.631 -1.681 0.22
H 0.379 -4.335 -0.262 0.21
H 1.490 -5.681 -0.384 0.22
H 0.678 -6.210 -2.649 0.20
H -0.686 -6.062 -1.569 0.22
H -1.066 -4.830 -3.719 0.22
H -1.176 -3.800 -2.307 0.21
H 2.179 -3.641 -4.985 0.22
H 0.677 -4.432 -5.445 0.22
H 1.725 -5.199 -4.283 0.21
H -0.762 -1.754 -3.558 0.23
H -0.688 -2.679 -5.048 0.21
H 0.645 -1.607 -4.615 0.22
H 3.484 -2.521 -0.666 0.22
H 3.242 -3.985 0.295 0.21
H 2.016 -2.726 0.295 0.22
```

## Properties
⟨S²⟩: 2.008
DFT total energy: -1541.804519 Eh
largest force on an atom: 1.88 eV/A
molar mass: 405.33 g/mol
total charge: 0
HOMO energy (alpha / beta): -8.05 / -8.66 eV
frontier orbital gap (alpha / beta): 8.283 / 8.825 eV
multiplicity: 3
lowest unoccupied orbital energy (alpha / beta): 0.23 / 0.16 eV

***

No. 5
A single C13H20N4O3 molecule in a non-equilibrium geometry, computed with ωB97M-V/def2-TZVPD.

```
40
Properties=species:S:1:pos:R:3:nbo_charge:R:1
C -0.359 -3.154 1.790 -0.64
C -0.275 -2.497 3.162 -0.07
O 0.110 -1.129 3.061 -0.53
C -0.884 -0.260 2.758 0.89
O -2.043 -0.579 2.635 -0.66
N -0.435 1.019 2.678 -0.45
C 0.964 1.358 2.548 -0.22
C 1.320 1.523 1.069 -0.25
N 0.462 2.539 0.479 -0.42
C 0.829 2.872 -0.883 -0.27
C 0.554 1.767 -1.848 0.51
N 1.023 0.556 -1.826 -0.51
C 0.374 -0.053 -2.866 0.32
C 0.590 -1.452 -3.202 -0.29
C 0.470 -1.888 -4.640 -0.39
C -0.583 -2.280 -3.666 -0.39
N -0.444 0.755 -3.486 -0.18
O -0.338 1.945 -2.828 -0.28
C -0.942 2.175 0.604 -0.24
C -1.297 2.016 2.082 -0.22
H -1.149 -2.686 1.208 0.22
H -0.582 -4.211 1.903 0.21
H 0.585 -3.042 1.261 0.21
H 0.500 -2.962 3.775 0.19
H -1.242 -2.561 3.670 0.20
H 1.572 0.579 3.003 0.24
H 1.127 2.305 3.070 0.20
H 2.357 1.854 0.975 0.20
H 1.216 0.554 0.557 0.20
H 1.896 3.111 -0.901 0.23
H 0.258 3.749 -1.199 0.22
H 1.338 -1.920 -2.578 0.24
H 0.229 -1.123 -5.362 0.23
H 1.162 -2.638 -4.992 0.22
H -1.537 -1.782 -3.728 0.23
H -0.631 -3.305 -3.331 0.22
H -1.548 2.968 0.159 0.21
H -1.171 1.226 0.089 0.18
H -2.331 1.689 2.193 0.25
H -1.145 2.962 2.607 0.20
```

## Properties
DFT total energy: -952.079209 Eh
largest force on an atom: 1.20 eV/A
molar mass: 280.33 g/mol
total charge: 0
HOMO energy: -8.91 eV
frontier orbital gap: 9.776 eV
energy above the lowest of the compared OMol25 structures with the same formula, charge and spin: 234.2 kJ/mol
lowest unoccupied orbital energy: 0.86 eV

***

No. 6
A molecular structure, C24H33N2W in a non-equilibrium geometry, computed with ωB97M-V/def2-TZVPD.

```
60
Properties=species:S:1:pos:R:3:nbo_charge:R:1
C 1.082 -2.431 1.128 -0.10
C 2.081 -1.679 0.421 -0.10
C 1.671 -1.590 -0.951 -0.07
C 0.369 -2.187 -1.072 -0.13
C -0.001 -2.682 0.227 -0.07
W 0.147 -0.459 0.280 1.16
C -2.073 1.859 -0.298 -0.07
C -1.808 0.749 0.739 -0.30
H -2.019 1.062 1.772 0.21
C -1.969 -0.653 0.468 -0.64
H -2.432 -0.965 -0.473 0.21
H -2.205 -1.300 1.319 0.22
C -2.694 3.076 0.397 -0.60
H -2.023 3.435 1.187 0.19
H -2.869 3.889 -0.321 0.21
H -3.661 2.801 0.844 0.23
C -3.058 1.417 -1.413 -0.61
H -2.694 0.536 -1.960 0.21
H -4.050 1.180 -1.000 0.23
H -3.172 2.234 -2.144 0.22
C 3.406 -1.203 0.927 -0.63
H 3.409 -1.061 2.015 0.22
H 4.196 -1.931 0.674 0.24
H 3.678 -0.248 0.452 0.23
C 2.608 -1.149 -2.026 -0.63
H 2.871 -0.090 -1.920 0.23
H 3.546 -1.719 -1.975 0.24
H 2.187 -1.302 -3.023 0.22
C -0.412 -2.440 -2.316 -0.62
H -0.047 -1.855 -3.161 0.22
H -0.361 -3.501 -2.597 0.24
H -1.470 -2.198 -2.180 0.23
C -1.190 -3.530 0.548 -0.63
H -2.038 -3.319 -0.110 0.23
H -0.952 -4.597 0.446 0.24
H -1.518 -3.371 1.581 0.22
C 1.190 -3.055 2.482 -0.64
H 0.421 -2.667 3.170 0.23
H 1.043 -4.146 2.413 0.25
H 2.180 -2.887 2.928 0.22
C -0.048 1.015 -1.335 -0.14
C -0.806 2.196 -0.960 -0.37
C 0.376 0.976 -2.671 -0.20
C -0.770 3.394 -1.827 -0.08
H 0.120 2.223 -0.237 0.34
C 0.410 2.101 -3.484 -0.11
H 0.670 0.020 -3.085 0.21
C -0.121 3.326 -3.034 -0.24
H -1.225 4.302 -1.438 0.23
H 0.864 2.019 -4.476 0.23
H -0.042 4.213 -3.665 0.24
N 0.837 2.246 3.478 -0.49
C 1.438 1.141 4.073 -0.07
C 1.412 0.151 3.147 -0.07
N 0.748 0.631 1.997 -0.54
C 0.461 1.923 2.238 0.23
H 0.702 3.155 3.910 0.44
H 1.827 1.140 5.072 0.24
H 1.809 -0.845 3.228 0.24
H -0.033 2.649 1.588 0.23
```

## Properties
⟨S²⟩: 2.030
DFT total energy: -1110.581639 Eh
largest force on an atom: 3.63 eV/A
molar mass: 533.38 g/mol
total charge: +1
HOMO energy (alpha / beta): -9.39 / -10.08 eV
frontier orbital gap (alpha / beta): 5.812 / 6.280 eV
multiplicity: 3
energy above the lowest of the compared OMol25 structures with the same formula, charge and spin: 75.5 kJ/mol
lowest unoccupied orbital energy (alpha / beta): -3.58 / -3.80 eV